Entry 1:
{
  "formula": "C16H22FeI2N4",
  "method": "the ωB97M-V functional and the def2-TZVPD basis",
  "elements": ["Fe", "C", "C", "C", "C", "N", "C", "C", "C", "C", "C", "C", "N", "H", "H", "H", "H", "H", "H", "H", "H", "C", "C", "N", "C", "C", "C", "C", "N", "H", "H", "H", "H", "H", "H", "H", "H", "H", "H", "H", "H", "H", "H", "I", "I"],
  "positions_angstrom": [[0.604156, 0.459315, -0.648993], [4.134948, 1.981890, 1.041071], [5.095117, 1.280850, 0.329704], [4.699138, 0.366342, -0.637533], [3.350478, 0.177783, -0.866723], [2.422033, 0.862350, -0.167411], [2.802220, 1.743242, 0.763510], [2.777299, -0.747938, -1.868857], [3.517954, -1.561842, -2.702986], [2.857836, -2.375380, -3.613875], [1.473651, -2.351932, -3.667799], [0.794097, -1.518583, -2.800819], [1.427095, -0.736392, -1.919743], [4.407029, 2.703182, 1.797748], [6.146972, 1.443587, 0.522154], [5.437592, -0.184457, -1.201029], [2.012728, 2.262650, 1.292128], [4.596590, -1.566341, -2.650711], [3.422168, -3.018107, -4.275925], [0.924158, -2.964710, -4.367344], [-0.287089, -1.469855, -2.808686], [-1.126303, -0.888079, 4.040063], [-1.200776, -1.956994, 2.960566], [-1.895162, -1.478550, 1.752150], [-3.331693, -1.809943, 1.657657], [-3.561805, -3.202605, 1.095387], [-1.260758, -0.792570, 0.832515], [-1.993720, -0.317699, -0.398917], [0.016488, -0.443837, 0.877227], [-0.628525, -1.289168, 4.921500], [-2.124293, -0.566499, 4.336852], [-0.572649, -0.009598, 3.705943], [-1.758146, -2.822008, 3.314776], [-0.213428, -2.328505, 2.679985], [-3.837625, -1.052160, 1.063401], [-3.732373, -1.727009, 2.667652], [-3.191280, -3.288025, 0.072791], [-4.628067, -3.423396, 1.088720], [-3.068069, -3.962940, 1.700057], [-2.693920, 0.482834, -0.163047], [-2.538396, -1.122904, -0.889262], [-1.309596, 0.081739, -1.176364], [0.553865, -0.751093, 1.676304], [-8.686537, 17.830781, -4.417573], [-9.833403, 20.052574, -4.946263]],
  "atomic_forces_ev_per_a": [[0.0618, -0.0590, -0.0041], [0.0024, -0.0027, -0.0027], [0.0006, 0.0038, 0.0040], [-0.0065, -0.0070, -0.0047], [-0.0110, -0.0070, -0.0023], [-0.0241, 0.0328, 0.0130], [0.0234, -0.0045, -0.0034], [0.0101, 0.0105, 0.0052], [0.0058, -0.0013, 0.0014], [-0.0108, 0.0043, 0.0008], [0.0091, 0.0054, 0.0044], [0.0047, -0.0223, -0.0152], [-0.0265, 0.0130, -0.0003], [-0.0013, -0.0011, 0.0016], [0.0000, -0.0006, 0.0001], [0.0022, 0.0019, 0.0015], [-0.0008, -0.0012, 0.0005], [-0.0005, -0.0008, -0.0047], [0.0008, 0.0003, 0.0000], [0.0011, -0.0031, 0.0013], [-0.0005, 0.0033, 0.0082], [-0.0020, -0.0084, -0.0033], [0.0008, 0.0057, 0.0125], [-0.0265, -0.0088, -0.0053], [-0.0015, -0.0137, 0.0000], [0.0046, 0.0091, 0.0063], [0.0305, 0.0267, -0.0352], [0.0261, -0.0424, 0.0186], [-0.0463, -0.0239, 0.0312], [0.0014, 0.0023, 0.0006], [0.0003, 0.0016, 0.0005], [0.0010, 0.0012, 0.0008], [0.0012, -0.0021, -0.0031], [-0.0036, -0.0032, -0.0042], [0.0001, 0.0031, 0.0091], [-0.0020, 0.0070, -0.0006], [-0.0018, -0.0014, -0.0016], [0.0007, -0.0033, -0.0012], [-0.0025, -0.0018, 0.0001], [0.0113, 0.0138, 0.0002], [0.0044, -0.0058, 0.0040], [-0.0212, 0.0221, -0.0073], [0.0096, 0.0087, -0.0152], [-0.0250, 0.0497, -0.0142], [0.0001, -0.0007, 0.0027]],
  "lowdin_charge": [0.718, -0.002, 0.011, 0.039, -0.169, 0.003, -0.065, -0.165, 0.040, 0.013, -0.001, -0.064, 0.015, 0.130, 0.135, 0.127, 0.130, 0.127, 0.136, 0.130, 0.122, -0.049, -0.176, -0.050, -0.174, -0.046, -0.373, 0.027, 0.057, 0.094, 0.087, 0.072, 0.128, 0.124, 0.116, 0.134, 0.077, 0.095, 0.084, 0.117, 0.106, 0.054, 0.085, 0.485, 0.515],
  "e_lumo_ha": [-0.3170, -0.4019],
  "total_charge": 3,
  "energy_ha": -2700.08873,
  "multiplicity": 2,
  "de_lowest_kj_mol": 0.0,
  "e_homo_ev": [-16.3, -16.3],
  "orbital_gap_ev": [7.67, 5.36]
}

***

Entry 2:
{
  "formula": "C16H22FeNO3",
  "method": "the ωB97M-V functional and the def2-TZVPD basis",
  "elements": ["O", "C", "Fe", "C", "O", "C", "O", "C", "C", "C", "C", "C", "C", "H", "H", "H", "H", "H", "H", "H", "C", "C", "C", "C", "C", "C", "C", "N", "H", "H", "H", "H", "H", "H", "H", "H", "H", "H", "H", "H", "H", "H", "H"],
  "positions_angstrom": [[-2.423105, -0.095952, -1.686275], [-1.545140, -0.592693, -1.107174], [-0.510526, -1.159268, 0.192920], [-1.930587, -1.544581, 1.238838], [-2.982384, -1.579381, 1.729677], [-0.143979, -2.692779, -0.555165], [-0.513954, -3.735629, -0.917658], [-0.893976, 3.004087, 1.053894], [-0.207387, 2.576995, -0.278301], [0.174802, 1.151830, -0.464051], [0.736393, 0.438762, 0.659653], [0.243984, 0.918730, 1.977577], [-0.491126, 2.083321, 2.166367], [-1.961453, 2.703432, 0.907851], [-0.947507, 2.800364, -1.055155], [0.719272, 3.159903, -0.431279], [0.614463, 0.934868, -1.446512], [1.702294, -0.122404, 0.601649], [0.349325, 0.112726, 2.743397], [-1.092501, 2.106638, 3.098598], [-3.445318, 5.632570, 3.956365], [-2.919108, 5.382525, 2.545369], [-3.842983, 4.461553, 1.761057], [-1.484436, 4.856217, 2.676284], [-0.556184, 5.926088, 3.288201], [0.755125, 5.929841, 2.503892], [0.445245, 5.368887, 1.113712], [-0.860501, 4.442187, 1.315727], [-3.376256, 4.698670, 4.531535], [-2.868429, 6.408287, 4.475760], [-4.493074, 5.952860, 3.922011], [-2.847165, 6.348606, 2.010786], [-3.769311, 3.434305, 2.138189], [-4.871987, 4.804881, 1.911420], [-3.653784, 4.483970, 0.678848], [-1.474062, 3.939994, 3.277495], [-1.044847, 6.918035, 3.247690], [-0.408481, 5.707512, 4.355906], [1.161618, 6.956199, 2.481121], [1.496467, 5.259686, 2.959639], [0.106003, 6.210621, 0.481645], [1.256497, 4.835697, 0.595643], [-1.470275, 4.800070, 0.570109]],
  "atomic_forces_ev_per_a": [[2.1595, -1.1890, 0.8667], [-4.4435, 2.3487, -2.9850], [3.5694, 2.7189, 2.9883], [-5.6525, -0.3828, 2.6498], [3.2943, -0.0238, -1.2193], [-1.1327, -6.8731, -2.9593], [1.7120, 2.8402, 0.9365], [0.0508, -3.7220, -0.4785], [-0.6019, 1.0905, -0.2848], [1.5982, -0.1225, -0.0789], [-0.4135, 0.8223, 0.7838], [-0.0041, -0.5930, -0.7401], [0.4938, -1.7359, 1.0685], [0.4600, 0.9398, 0.0623], [0.4052, 0.4949, -0.2835], [-0.4074, 0.0903, -0.1065], [-0.2545, 0.2154, 0.2851], [-0.7839, 0.3988, 0.0689], [-0.0623, 1.3747, 0.0123], [0.6798, 0.1531, -0.5478], [-0.0110, 0.0067, 0.0928], [0.3889, 0.2390, -0.4188], [-0.2238, 0.0248, 0.1197], [0.1629, 0.1014, 0.0028], [-0.2948, -0.0075, 0.1470], [0.4981, -0.6078, 0.1783], [-0.8803, 0.1662, 0.1478], [0.2577, 2.5124, -0.4092], [-0.1382, 0.2322, 0.0126], [-0.1850, -0.2341, -0.0731], [0.2455, -0.0934, 0.0478], [-0.1116, -0.2005, 0.1613], [-0.1203, 0.1004, -0.1454], [0.1226, -0.1667, -0.1564], [-0.0088, -0.1444, 0.2104], [-0.0142, 0.3884, -0.1953], [0.2083, -0.4649, -0.1493], [0.0962, 0.0978, -0.3792], [0.0045, -0.6138, -0.2670], [-0.1654, 0.3274, 0.1278], [-0.0094, -0.6855, 0.0244], [-0.4987, 0.0678, 0.4585], [0.0101, 0.1086, 0.4241]],
  "lowdin_charge": [0.141, -0.180, 0.383, -0.074, 0.172, -0.124, 0.155, -0.286, -0.132, -0.208, -0.273, -0.109, -0.062, 0.153, 0.121, 0.116, 0.115, 0.124, 0.112, 0.103, -0.050, -0.397, -0.059, -0.217, -0.126, -0.150, -0.020, 0.023, 0.100, 0.083, 0.094, 0.149, 0.092, 0.092, 0.083, 0.126, 0.125, 0.134, 0.130, 0.122, 0.136, 0.120, 0.162],
  "e_lumo_ha": [-0.0896, -0.1789],
  "total_charge": 1,
  "energy_ha": -2166.63083,
  "multiplicity": 5,
  "de_lowest_kj_mol": 0.0,
  "e_homo_ev": [-8.8, -11.3],
  "orbital_gap_ev": [6.40, 6.48]
}

***

Entry 3:
{
  "formula": "C16H22IMnN2S3",
  "method": "the ωB97M-V functional and the def2-TZVPD basis",
  "elements": ["Mn", "C", "C", "S", "C", "C", "S", "C", "C", "S", "H", "H", "H", "H", "H", "H", "H", "H", "H", "H", "H", "H", "C", "C", "C", "C", "C", "C", "C", "H", "H", "H", "H", "H", "H", "H", "I", "C", "C", "N", "N", "C", "H", "H", "H"],
  "positions_angstrom": [[-0.170344, -0.383706, 0.084415], [-3.647938, -0.408123, -1.188974], [-3.580644, -0.180293, 0.319267], [-2.248685, 0.871343, 0.952596], [-2.433430, 2.399235, -0.000432], [-1.162558, 2.873928, -0.698511], [-0.349817, 1.700249, -1.800852], [-1.629283, 1.382267, -3.037025], [-1.836383, -0.103150, -3.311158], [-2.139435, -1.132757, -1.865280], [-3.872428, 0.517405, -1.716122], [-4.482993, -1.081448, -1.384441], [-3.441609, -1.123625, 0.850108], [-4.523883, 0.239755, 0.669103], [-2.764061, 3.174096, 0.690584], [-3.243607, 2.252887, -0.712176], [-0.396415, 3.141590, 0.032047], [-1.383760, 3.786657, -1.252893], [-1.338439, 1.878313, -3.962655], [-2.555123, 1.855339, -2.712944], [-0.939282, -0.534735, -3.759626], [-2.635117, -0.234145, -4.042171], [-0.174553, -2.487712, 0.472433], [0.834665, -2.186841, 1.489524], [0.525000, -1.283452, 2.522897], [1.484582, -0.829018, 3.436080], [2.798920, -1.236271, 3.324037], [3.132348, -2.117657, 2.284823], [2.184312, -2.581895, 1.397187], [-1.171219, -2.609816, 0.905617], [0.053266, -3.257595, -0.254828], [-0.515176, -1.011167, 2.690181], [1.177983, -0.183953, 4.252627], [3.546368, -0.910712, 4.035508], [4.155159, -2.463349, 2.186987], [2.472886, -3.278931, 0.618639], [5.594750, 0.562098, -2.082027], [3.994656, 0.589116, -0.812973], [3.966757, 1.006480, 0.498689], [2.707236, 0.853977, 0.932740], [1.911545, 0.330411, -0.009641], [2.689093, 0.166307, -1.076757], [4.743591, 1.382907, 1.144070], [2.374008, 0.897514, 1.883098], [2.289048, -0.241520, -1.991781]],
  "atomic_forces_ev_per_a": [[0.0489, -0.1114, -0.5271], [-0.1416, 0.0711, 0.1563], [-0.1490, -0.0621, -0.0554], [0.1624, -0.0563, 0.1644], [-0.0220, 0.1344, -0.0778], [-0.0391, 0.1184, 0.1082], [0.1444, -0.0467, 0.0130], [-0.1413, 0.0232, -0.1065], [0.0547, 0.0764, -0.1304], [0.0601, -0.1540, -0.0411], [0.0240, 0.0138, -0.0027], [0.0096, -0.0200, 0.0063], [0.0246, -0.0143, -0.0203], [-0.0112, 0.0098, -0.0099], [0.0155, 0.0152, 0.0050], [0.0099, -0.0167, -0.0121], [0.0034, -0.0576, 0.0135], [-0.0169, -0.0022, -0.0214], [0.0211, -0.0110, -0.0114], [0.0012, -0.0122, 0.0256], [0.0103, -0.0039, 0.0256], [-0.0335, 0.0110, 0.0364], [0.0191, 0.4577, 0.2971], [0.0403, -0.0120, -0.0371], [-0.0057, 0.0528, 0.4421], [-0.2467, -0.0650, -0.0260], [0.0764, -0.1656, -0.1898], [0.0755, 0.0045, 0.1455], [0.0492, -0.0247, -0.0229], [-0.0176, -0.1925, -0.0273], [0.0762, -0.0385, 0.0269], [-0.0376, 0.0198, 0.0056], [0.0023, -0.0137, -0.0322], [-0.0002, -0.0101, -0.0184], [-0.0215, 0.0161, 0.0117], [0.0057, 0.0290, 0.0043], [0.1917, -0.0034, -0.1561], [-0.1542, -0.0836, 0.1611], [0.0297, 0.0367, 0.1318], [-0.0732, -0.0187, -0.0330], [0.0943, 0.0221, -0.1963], [-0.1312, 0.0823, -0.0726], [-0.0219, 0.0068, -0.0459], [0.0084, -0.0362, 0.0938], [0.0056, 0.0313, -0.0005]],
  "lowdin_charge": [0.584, -0.487, -0.487, 0.890, -0.478, -0.503, 0.881, -0.491, -0.512, 0.892, 0.067, 0.090, 0.081, 0.092, 0.089, 0.069, 0.082, 0.093, 0.088, 0.068, 0.082, 0.092, -0.203, -0.386, -0.127, -0.112, -0.115, -0.078, -0.051, 0.044, 0.048, 0.092, 0.110, 0.105, 0.111, 0.118, 0.931, -0.780, -0.119, 0.021, -0.068, -0.203, 0.132, 0.137, 0.112],
  "e_lumo_ha": [-0.0822, -0.0976],
  "total_charge": 1,
  "energy_ha": -3375.43409,
  "multiplicity": 6,
  "e_homo_ev": [-9.6, -10.3],
  "orbital_gap_ev": [7.32, 7.64]
}